{"formula": "C28H24IrN6O4", "method": "ωB97M-V/def2-TZVPD", "symbols": ["Ir", "C", "C", "C", "C", "N", "C", "C", "C", "C", "C", "C", "N", "C", "C", "C", "C", "C", "N", "H", "H", "H", "H", "H", "H", "H", "H", "H", "H", "H", "O", "C", "O", "C", "C", "C", "C", "C", "N", "C", "O", "O", "H", "H", "H", "N", "C", "N", "C", "C", "C", "C", "C", "H", "H", "H", "H", "H", "H", "H", "H", "H", "H"], "positions_angstrom": [[-0.0925, -0.9534, 0.1606], [-4.1682, -0.9558, 1.6604], [-3.9685, -0.4888, 2.9467], [-2.6805, -0.1816, 3.3695], [-1.6224, -0.3566, 2.5026], [-1.8372, -0.8248, 1.2407], [-3.0710, -1.1075, 0.8290], [-0.2065, -0.0602, 2.8652], [0.2712, 0.4381, 4.0640], [1.6425, 0.6154, 4.2059], [2.5161, 0.3267, 3.1653], [1.9848, -0.1576, 1.9807], [0.6703, -0.3439, 1.8980], [2.7042, -0.4910, 0.7269], [4.0741, -0.4017, 0.5796], [4.6484, -0.6988, -0.6488], [3.8368, -1.0679, -1.7068], [2.4704, -1.1419, -1.5025], [1.9202, -0.8722, -0.3171], [-5.1540, -1.2024, 1.2936], [-4.8039, -0.3613, 3.6215], [-2.5089, 0.1838, 4.3716], [-3.1654, -1.4563, -0.1908], [-0.3940, 0.6778, 4.8803], [2.0354, 0.9901, 5.1411], [3.5782, 0.4815, 3.2858], [4.6918, -0.1049, 1.4149], [5.7208, -0.6364, -0.7743], [4.2448, -1.2971, -2.6805], [1.7904, -1.4148, -2.2986], [0.8143, -4.6852, 2.7286], [0.4509, -3.8434, 1.9504], [0.1669, -2.6240, 2.3203], [0.2359, -4.0839, 0.4954], [0.3189, -5.3720, 0.0075], [0.0247, -5.6142, -1.3238], [-0.3659, -4.5428, -2.1082], [-0.4178, -3.2796, -1.5522], [-0.1046, -3.0299, -0.2647], [-0.8783, -2.1070, -2.3728], [-1.1905, -2.2205, -3.5257], [-0.8938, -0.9879, -1.6865], [0.5995, -6.1523, 0.7026], [0.0797, -6.6139, -1.7325], [-0.6439, -4.6397, -3.1491], [-0.2449, 1.0461, -0.0797], [-0.5065, 2.0754, -0.5449], [-0.7931, 3.2198, -1.0544], [-2.0178, 3.3954, -1.8783], [-1.6361, 3.9228, -3.2514], [-0.7731, 5.1772, -3.1373], [0.4787, 4.9060, -2.3060], [0.1117, 4.3874, -0.9252], [-2.6626, 4.1017, -1.3504], [-2.5247, 2.4337, -1.9364], [-2.5523, 4.1317, -3.8046], [-1.0993, 3.1435, -3.7991], [-1.3532, 5.9813, -2.6736], [-0.4921, 5.5272, -4.1296], [1.0704, 5.8143, -2.1872], [1.1110, 4.1704, -2.8112], [-0.4245, 5.1473, -0.3522], [0.9848, 4.0788, -0.3525]], "mulliken_charge": [1.887, -0.844, -0.653, -0.666, 0.672, -0.037, -0.123, 0.620, -0.509, -1.014, -0.881, 0.081, -0.107, 0.887, -0.785, -0.623, -0.878, -0.024, 0.056, 0.477, 0.478, 0.471, 0.500, 0.534, 0.477, 0.547, 0.475, 0.481, 0.478, 0.481, -0.564, -0.038, -0.151, 0.783, -0.768, -0.486, -0.865, 0.839, 0.137, 0.168, -0.632, -0.732, 0.557, 0.495, 0.592, -0.642, 0.737, -0.067, -0.674, -0.559, -0.671, -0.550, -0.767, 0.310, 0.404, 0.359, 0.278, 0.319, 0.322, 0.358, 0.280, 0.334, 0.433], "gap_ev": [8.35, 6.28], "charge": 2, "homo_energy_ev": [-14.840, -14.749], "spin_multiplicity": 2, "relative_energy_ev": 0.140}

{"formula": "C5H10OS", "method": "ωB97M-V/def2-TZVPD", "symbols": ["C", "C", "C", "C", "C", "O", "S", "H", "H", "H", "H", "H", "H", "H", "H", "H", "H"], "positions_angstrom": [[0.4536, -1.0360, 0.9545], [1.3560, -0.1489, -1.7835], [-0.2471, 0.0720, 0.6589], [-1.5761, -0.0029, 0.0642], [0.2845, 1.4568, 0.8658], [0.9080, 0.6498, -2.5318], [1.4088, -1.9017, -2.0623], [1.4140, -1.0925, 1.5361], [0.0100, -2.0149, 0.9963], [2.0989, -0.0565, -0.9173], [-1.4875, 0.6346, -0.8380], [-2.1708, 0.6007, 0.9224], [-2.0311, -1.0395, 0.0302], [0.7926, 1.8132, 0.0528], [1.1003, 1.3996, 1.6983], [-0.5913, 2.1841, 1.1711], [0.9115, -1.5350, -3.2699]], "mulliken_charge": [-1.296, -0.101, 1.114, -1.013, -1.032, -0.476, -0.162, 0.297, 0.335, 0.304, 0.277, 0.292, 0.354, 0.326, 0.305, 0.324, 0.155], "gap_ev": [4.91, 4.87], "charge": 0, "homo_energy_ev": [-4.374, -8.569], "spin_multiplicity": 3, "relative_energy_ev": 2.114}

{"formula": "C37H10F15GeIrN5S2", "method": "ωB97M-V/def2-TZVPD", "symbols": ["Ir", "S", "N", "C", "C", "C", "C", "C", "N", "C", "C", "N", "C", "C", "C", "C", "C", "N", "H", "H", "H", "H", "H", "H", "F", "C", "C", "C", "F", "C", "F", "C", "F", "C", "F", "Ge", "S", "C", "C", "F", "C", "F", "C", "F", "C", "F", "C", "F", "C", "C", "F", "C", "F", "C", "F", "C", "F", "C", "F", "N", "C", "C", "C", "C", "C", "C", "C", "H", "H", "H", "H"], "positions_angstrom": [[1.1787, -0.9611, 0.9572], [-4.6560, -5.3571, -1.2313], [-4.5252, -4.3674, 0.0267], [-3.3437, -3.7902, -0.0787], [-2.7925, -2.8326, 0.8567], [-3.4506, -2.4159, 2.0185], [-2.8227, -1.5208, 2.8552], [-1.5572, -1.0522, 2.5192], [-0.9261, -1.4344, 1.4092], [-1.5236, -2.3207, 0.5831], [-0.7695, -2.7507, -0.5953], [0.4585, -2.2222, -0.7627], [1.2120, -2.6234, -1.7842], [0.7702, -3.5650, -2.7081], [-0.4906, -4.1030, -2.5641], [-1.2848, -3.6945, -1.4880], [-2.6096, -4.2107, -1.2209], [-3.2486, -5.0980, -1.9594], [-4.4318, -2.8139, 2.2451], [-3.2889, -1.1830, 3.7701], [-1.0320, -0.3523, 3.1564], [2.1959, -2.1781, -1.8595], [1.4205, -3.8653, -3.5184], [-0.8737, -4.8435, -3.2557], [-0.0741, 3.0335, -3.6626], [1.0334, 3.6782, -3.2228], [1.4299, 3.5594, -1.9010], [2.5498, 4.2780, -1.5113], [2.9489, 4.1981, -0.2335], [3.2576, 5.0789, -2.3846], [4.3196, 5.7533, -1.9803], [2.8317, 5.1710, -3.7033], [3.4874, 5.9297, -4.5523], [1.7122, 4.4690, -4.1284], [1.3008, 4.5646, -5.3848], [0.5387, 2.5209, -0.5299], [2.0129, 0.9935, 0.1581], [-0.1045, 3.6314, 0.9268], [-0.2819, 5.0014, 0.7708], [-0.0645, 5.5736, -0.4178], [-0.6950, 5.8156, 1.8095], [-0.8462, 7.1144, 1.6262], [-0.9588, 5.2530, 3.0508], [-1.3590, 6.0114, 4.0460], [-0.8146, 3.8858, 3.2356], [-1.0860, 3.3319, 4.4112], [-0.3970, 3.1087, 2.1755], [-0.3019, 1.7781, 2.3757], [-1.0249, 1.5831, -1.3604], [-0.8272, 0.6009, -2.3210], [0.3783, 0.2478, -2.6720], [-1.8869, -0.0849, -3.0123], [-1.5778, -0.9965, -3.8859], [-3.1988, 0.2340, -2.7480], [-4.1882, -0.3692, -3.3556], [-3.4389, 1.2256, -1.8036], [-4.6492, 1.5752, -1.5112], [-2.3434, 1.8806, -1.1253], [-2.7080, 2.7944, -0.2671], [5.2661, -5.9080, 4.6518], [4.6569, -5.1143, 4.0853], [3.8901, -4.1256, 3.3788], [4.2382, -3.7862, 2.0703], [3.4880, -2.8500, 1.3847], [2.3831, -2.2443, 1.9976], [2.0535, -2.5802, 3.3182], [2.8027, -3.5185, 4.0054], [5.0918, -4.2592, 1.6036], [3.7768, -2.5853, 0.3746], [1.2173, -2.1113, 3.8242], [2.5523, -3.7857, 5.0231]], "mulliken_charge": [1.473, 0.223, -0.629, 1.000, 0.202, -0.760, -1.027, -0.493, -0.190, 0.017, 0.130, -0.710, -0.582, -0.790, -0.747, 0.461, 0.934, -0.631, 0.596, 0.489, 0.721, 0.662, 0.501, 0.597, -0.270, 0.405, -0.319, 0.419, -0.339, 0.105, -0.254, 0.687, -0.259, 0.033, -0.267, 0.559, -0.537, -0.223, 0.664, -0.313, 0.109, -0.256, 0.769, -0.260, -0.210, -0.276, 0.030, -0.144, -0.250, 0.473, -0.466, 0.252, -0.299, 0.686, -0.261, 0.068, -0.202, 0.835, -0.220, -0.402, -0.197, 0.547, -0.795, 0.022, 0.188, -0.122, -0.838, 0.465, 0.377, 0.366, 0.473], "gap_ev": [6.78, 3.47], "charge": 2, "homo_energy_ev": [-13.524, -14.098], "spin_multiplicity": 6, "relative_energy_ev": 0.000}

It is found that the electronic energy values, taken in the order of the records, are -49382.7208 -18222.7565 -167748.4059 eV.